Entry 1:
{
  "formula": "C3H4BrN",
  "method": "ωB97M-V/def2-TZVPD",
  "homo_lumo_gap_ev": 9.625,
  "smiles": "CC#CNBr",
  "homo_ev": -9.577,
  "fmax_ev_per_a": 5.92,
  "species": ["C", "C", "C", "N", "Br", "H", "H", "H", "H"],
  "positions_angstrom": [[1.0929, 0.0995, -1.5318], [0.3196, 0.0661, -0.3127], [-0.2384, -0.0024, 0.7396], [-1.1731, 0.1659, 2.1960], [-2.9729, 0.0147, 1.7545], [1.1980, -0.9029, -1.9457], [0.5881, 0.7374, -2.2561], [2.0815, 0.5107, -1.3221], [-0.8958, -0.6890, 2.6782]],
  "forces_ev_per_a": [[0.1, 0.1, -0.3], [0.1, -0.1, 0.2], [-3.4, 0.6, 4.8], [3.5, -0.2, -4.2], [-0.3, -0.2, -0.1], [0.0, 0.1, -0.1], [0.1, 0.0, -0.1], [0.0, 0.0, -0.1], [-0.3, -0.1, -0.1]]
}



Entry 2:
{
  "formula": "CH3Cl3N2P",
  "method": "ωB97M-V/def2-TZVPD",
  "homo_lumo_gap_ev": 8.123,
  "total_charge": 1,
  "homo_ev": -13.874,
  "fmax_ev_per_a": 5.26,
  "species": ["C", "N", "N", "P", "Cl", "Cl", "Cl", "H", "H", "H"],
  "positions_angstrom": [[0.0960, 1.6174, -0.0190], [1.2383, 1.2383, 0.5572], [2.1530, 0.9851, 1.1074], [-0.8112, -1.6175, -0.6352], [1.1137, -2.3525, -0.1963], [-1.5584, -3.1502, -1.6324], [-1.6355, -1.8421, 1.2258], [-0.4442, 2.1400, 0.6489], [-0.5365, 0.7947, -0.2544], [0.3848, 2.1867, -0.8021]],
  "forces_ev_per_a": [[-1.5, -1.3, -1.0], [4.0, -1.6, 3.0], [-0.9, 0.2, -0.8], [0.8, -0.4, 0.6], [-0.5, 0.5, -0.2], [-0.3, -0.4, -0.3], [0.0, 0.1, -0.1], [-1.7, 2.3, 2.6], [-0.1, -1.1, -0.7], [0.4, 1.9, -3.0]]
}



Here are the calculated LUMO level numbers, same order: 0.05; -5.75 (eV).